(1)
45
Properties=species:S:1:pos:R:3 method="wB97M-V/def2-TZVPD" de_lowest_kj_mol=191.7 smiles="COc1ccc(C(=O)N2N=C(c3cccs3)C[C@H]2c2ccccc2O)cc1" e_homo_ev=-7.9 orbital_gap_ev=8.11
C -6.443 -0.857 -0.080
O -5.792 0.349 -0.397
C -4.479 0.488 -0.075
C -3.706 -0.480 0.559
C -2.371 -0.236 0.833
C -1.785 0.973 0.485
C -0.378 1.329 0.785
O -0.027 2.466 1.048
N 0.546 0.323 0.753
N 0.308 -0.944 0.379
C 1.397 -1.628 0.423
C 1.454 -3.010 0.083
C 0.431 -3.824 -0.340
C 0.847 -5.144 -0.582
C 2.174 -5.329 -0.344
S 2.949 -3.892 0.181
C 2.592 -0.818 0.871
C 1.974 0.579 1.034
C 2.529 1.595 0.073
C 2.256 1.517 -1.283
C 2.752 2.460 -2.166
C 3.530 3.499 -1.689
C 3.818 3.587 -0.340
C 3.327 2.639 0.548
O 3.617 2.687 1.877
C -2.572 1.951 -0.127
C -3.895 1.711 -0.414
H -5.982 -1.710 -0.589
H -7.467 -0.741 -0.430
H -6.450 -1.039 1.000
H -4.132 -1.427 0.850
H -1.791 -0.996 1.332
H -0.573 -3.461 -0.468
H 0.191 -5.926 -0.919
H 2.750 -6.228 -0.446
H 3.381 -0.834 0.117
H 3.002 -1.210 1.803
H 2.065 0.970 2.051
H 1.634 0.712 -1.650
H 2.525 2.387 -3.218
H 3.915 4.246 -2.367
H 4.424 4.402 0.035
H 4.082 3.508 2.074
H -2.117 2.899 -0.374
H -4.508 2.456 -0.896


(2)
11
Properties=species:S:1:pos:R:3 method="wB97M-V/def2-TZVPD" de_lowest_kj_mol=198.0 smiles="C[C@H]1OC1=O.Cl" e_homo_ev=-10.1 orbital_gap_ev=10.71
C 0.217 -0.016 1.279
C -0.131 1.368 0.731
O 0.835 2.457 1.144
C 0.865 2.045 -0.119
O 1.277 2.386 -1.174
H -0.265 -0.732 0.614
H -0.394 -0.268 2.265
H 1.288 0.028 1.410
H -1.138 1.610 0.590
Cl -3.702 0.208 -0.835
H -4.948 0.098 -0.702


(3)
57
Properties=species:S:1:pos:R:3 method="wB97M-V/def2-TZVPD" de_lowest_kj_mol=46.5 e_homo_ev=-9.1 orbital_gap_ev=8.54
O 6.893 -1.938 0.873
S 6.605 -0.851 0.036
O 6.227 -1.170 -1.266
F 7.849 0.060 -0.002
N 5.398 0.120 0.633
Br 5.942 1.167 2.083
P 3.831 -0.720 0.965
O 2.829 -0.049 -0.123
O 3.912 -2.240 0.470
H 3.022 0.907 -0.085
H 4.110 -2.827 1.222
C -0.989 1.759 6.518
O -1.237 2.097 5.171
C -0.378 3.103 4.662
C 0.056 2.800 3.243
O 0.963 1.716 3.105
C 0.488 0.401 3.360
C -0.501 -0.134 2.344
O -1.760 0.504 2.435
C -2.333 0.799 1.176
H -1.407 2.515 7.192
H -1.473 0.804 6.717
H 0.083 1.645 6.711
H 0.509 3.221 5.295
H -0.934 4.049 4.663
H 0.603 3.675 2.882
H -0.804 2.681 2.582
H 0.108 0.316 4.379
H 1.375 -0.236 3.309
H -0.655 -1.203 2.540
H -0.077 -0.020 1.339
H -1.603 1.257 0.500
H -3.140 1.513 1.336
H -2.743 -0.105 0.717
C 1.124 -1.370 -3.235
O -0.156 -1.851 -3.593
C -0.898 -2.378 -2.506
C -2.360 -1.984 -2.586
O -2.646 -0.614 -2.329
C -2.206 0.345 -3.281
C -2.915 0.305 -4.619
O -2.552 -0.839 -5.373
C -3.636 -1.450 -6.038
H 1.825 -2.201 -3.106
H 1.479 -0.728 -4.040
H 1.084 -0.774 -2.317
H -0.484 -2.046 -1.547
H -0.830 -3.472 -2.555
H -2.886 -2.531 -1.798
H -2.803 -2.306 -3.529
H -1.122 0.304 -3.404
H -2.426 1.315 -2.825
H -2.621 1.192 -5.196
H -3.997 0.341 -4.454
H -4.501 -1.562 -5.374
H -3.317 -2.443 -6.351
H -3.924 -0.872 -6.924


(4)
111
Properties=species:S:1:pos:R:3 method="wB97M-V/def2-TZVPD" smiles="CCCCCCCCB1OBOB(CCP(=O)(OCC)OCC)O1.c1ccncc1.c1ccncc1.c1ccncc1.c1ccncc1.c1ccncc1" e_homo_ev=-9.6 orbital_gap_ev=10.01
C 6.686 -2.949 2.810
C 6.394 -2.151 1.525
C 5.065 -1.371 1.552
C 5.294 0.133 1.668
C 4.049 0.976 1.987
C 2.758 0.456 1.358
C 1.616 1.488 1.367
C 0.820 1.504 0.051
B -0.587 2.163 0.132
O -1.000 3.133 -0.796
B -2.098 2.698 -1.498
O -2.919 1.765 -0.894
B -2.825 1.694 0.503
C -4.104 1.558 1.388
C -5.312 0.953 0.648
P -5.353 -0.837 0.811
O -4.074 -1.408 1.269
O -6.550 -1.084 1.831
C -6.769 -2.469 2.208
C -6.524 -2.631 3.698
O -5.917 -1.452 -0.548
C -4.977 -1.708 -1.621
C -5.277 -0.821 -2.831
O -1.557 1.777 1.042
H 7.733 -2.833 3.099
H 6.540 -4.017 2.644
H 6.054 -2.632 3.639
H 6.361 -2.847 0.684
H 7.218 -1.471 1.298
H 4.506 -1.594 0.643
H 4.476 -1.708 2.411
H 6.052 0.318 2.436
H 5.709 0.497 0.725
H 4.215 1.986 1.600
H 3.931 1.082 3.071
H 2.973 0.201 0.314
H 2.416 -0.455 1.853
H 0.927 1.235 2.177
H 2.014 2.482 1.593
H 0.655 0.457 -0.239
H 1.405 1.963 -0.749
H -2.336 3.087 -2.594
H -4.383 2.539 1.786
H -3.833 0.950 2.253
H -5.313 1.213 -0.412
H -6.243 1.344 1.062
H -7.811 -2.675 1.965
H -6.123 -3.131 1.631
H -7.413 -2.363 4.269
H -5.726 -1.953 3.997
H -6.221 -3.649 3.938
H -5.080 -2.762 -1.874
H -3.960 -1.557 -1.259
H -5.973 -0.033 -2.547
H -4.353 -0.361 -3.177
H -5.693 -1.410 -3.646
C -2.148 0.312 -7.067
C -3.357 0.008 -7.673
C -4.530 0.373 -7.028
N -4.562 0.998 -5.854
C -3.393 1.282 -5.284
C -2.166 0.966 -5.845
H -1.211 0.046 -7.539
H -3.394 -0.501 -8.626
H -5.494 0.153 -7.475
H -3.446 1.790 -4.327
H -1.248 1.226 -5.334
C 7.818 -3.100 8.591
C 6.631 -3.808 8.493
C 5.824 -3.593 7.386
N 6.124 -2.742 6.409
C 7.267 -2.068 6.515
C 8.145 -2.210 7.580
H 8.477 -3.238 9.439
H 6.333 -4.513 9.258
H 4.888 -4.131 7.275
H 7.488 -1.382 5.705
H 9.060 -1.635 7.612
C 2.310 6.012 -3.328
C 1.954 5.247 -2.230
C 2.880 4.343 -1.731
N 4.092 4.162 -2.248
C 4.420 4.904 -3.304
C 3.570 5.839 -3.878
H 1.618 6.730 -3.749
H 0.980 5.340 -1.766
H 2.639 3.731 -0.869
H 5.412 4.740 -3.709
H 3.893 6.415 -4.735
C -9.470 -0.938 -0.369
C -10.621 -1.288 -1.057
C -11.847 -0.992 -0.480
N -11.982 -0.384 0.696
C -10.867 -0.042 1.338
C -9.592 -0.292 0.849
H -8.488 -1.142 -0.781
H -10.573 -1.785 -2.017
H -12.771 -1.252 -0.986
H -11.003 0.460 2.290
H -8.712 0.010 1.398
C 7.766 -0.915 -3.919
C 6.384 -0.902 -3.832
C 5.802 -0.610 -2.607
N 6.500 -0.343 -1.507
C 7.826 -0.359 -1.604
C 8.506 -0.636 -2.781
H 8.259 -1.137 -4.857
H 5.765 -1.113 -4.694
H 4.723 -0.587 -2.501
H 8.371 -0.139 -0.692
H 9.587 -0.633 -2.801


(5)
19
Properties=species:S:1:pos:R:3 method="wB97M-V/def2-TZVPD" de_lowest_kj_mol=621.8 e_homo_ev=-6.5 orbital_gap_ev=7.13
C 0.042 0.709 -1.507
C -0.079 2.062 -1.266
C 0.300 -2.722 -0.205
C 0.244 -2.569 1.116
C -0.058 -0.382 -0.574
C -0.052 -0.247 0.798
N -0.010 -1.653 -1.121
N -0.179 2.744 -0.096
N 0.251 2.328 1.172
N -0.336 1.060 1.482
O 0.003 -1.327 1.734
H 0.151 0.523 -2.489
H -0.060 2.548 -2.212
H 0.461 -3.708 -0.768
H 0.252 -3.231 1.956
H 0.504 -1.849 -1.954
H 0.222 3.678 -0.030
H -0.224 1.010 2.447
H -1.433 1.028 1.517


(6)
73
Properties=species:S:1:pos:R:3 method="wB97M-V/def2-TZVPD" charge=+1 de_lowest_kj_mol=0.0 e_homo_ev=-11.7 orbital_gap_ev=5.82
Y -2.590 -6.317 22.223
O -5.826 -12.789 17.778
C -5.009 -12.963 18.619
O -5.242 -12.832 19.926
B -4.062 -13.162 20.730
O -3.078 -13.602 19.698
C -3.530 -13.433 18.481
O -2.921 -13.535 17.457
O -4.254 -14.267 21.663
C -4.003 -13.863 22.901
O -4.052 -14.508 23.899
C -3.484 -12.402 22.796
O -3.524 -12.070 21.526
O -3.229 -11.615 23.669
C -5.206 -9.279 21.520
C -4.008 -9.135 20.540
C -4.538 -9.525 19.175
O -3.496 -7.803 20.592
H -5.970 -8.527 21.290
H -4.866 -9.249 22.550
H -5.771 -10.200 21.356
H -3.205 -9.776 20.918
H -4.736 -10.596 19.136
H -3.792 -9.332 18.400
H -5.448 -8.993 18.895
O -2.735 -8.235 23.620
H -3.468 -8.814 23.977
H -1.919 -8.654 23.935
O -4.595 -9.544 25.046
H -4.721 -10.506 24.999
H -5.465 -9.185 25.262
O -4.345 -9.806 15.379
H -3.731 -10.328 15.916
H -5.005 -10.436 15.066
O -7.853 -12.274 21.373
H -7.610 -11.875 22.215
H -7.103 -12.096 20.786
O -4.727 -6.288 22.949
H -5.507 -6.544 22.390
H -5.107 -5.941 23.773
O -6.985 -6.029 21.256
H -6.854 -5.077 21.359
H -7.348 -6.124 20.352
O -7.085 -10.002 17.676
H -7.270 -10.918 17.427
H -6.279 -10.061 18.192
O -2.411 -11.043 17.089
H -1.813 -11.280 17.808
H -2.220 -11.693 16.395
O -7.146 -6.879 17.756
H -7.452 -7.665 18.231
H -6.186 -7.000 17.647
O -0.827 -8.498 21.457
H -0.218 -9.246 21.401
H -1.525 -8.673 20.800
O -1.139 -6.005 20.417
H -1.189 -6.295 19.483
H -0.217 -5.725 20.542
O -4.443 -6.389 18.215
H -3.607 -5.954 17.998
H -4.273 -6.900 19.031
O -8.057 -7.297 23.495
H -8.236 -6.494 23.996
H -7.806 -6.991 22.600
O -3.650 -4.855 20.713
H -3.550 -3.894 20.628
H -4.135 -5.140 19.902
O -1.473 -8.238 18.032
H -1.433 -9.057 17.513
H -2.301 -8.311 18.520
O -8.756 -8.286 19.964
H -9.550 -7.940 20.388
H -8.602 -9.139 20.392


(7)
78
Properties=species:S:1:pos:R:3 method="wB97M-V/def2-TZVPD" de_lowest_kj_mol=10.7 multiplicity=3 s2=2.013 e_homo_ev="-7.1 / -8.7" orbital_gap_ev="6.44 / 7.41"
C 1.529 -1.530 -4.362
C 1.147 -0.183 -3.801
H 1.540 -1.497 -5.460
H 0.803 -2.295 -4.034
H 2.515 -1.842 -3.974
C 0.575 0.801 -4.526
C 0.140 0.665 -5.954
H 0.370 1.773 -4.056
H -0.303 -0.330 -6.156
H 0.979 0.853 -6.653
H -0.652 1.403 -6.161
Au 0.752 -1.582 1.534
Cl 2.666 -0.316 1.002
Cl -1.181 -2.842 1.821
C -0.113 2.569 1.899
O -1.160 1.917 2.002
N 0.005 3.880 2.224
C -1.142 4.617 2.728
C 1.210 4.649 1.919
H 0.846 2.118 1.544
H -1.911 3.894 2.994
H -1.527 5.334 1.992
H -0.832 5.188 3.606
H 2.029 3.958 1.673
H 1.486 5.250 2.797
H 1.054 5.342 1.074
H -1.802 -1.309 -2.577
H -2.101 1.031 -3.223
C -2.549 -1.216 -1.782
C -2.867 1.146 -2.444
N -2.629 0.179 -1.377
H -2.223 -1.799 -0.915
C -3.036 0.468 -0.082
O -3.343 -0.370 0.756
H -2.812 2.160 -2.031
H -3.067 1.567 0.100
H -3.519 -1.576 -2.158
H -3.853 0.987 -2.908
O 0.307 -0.869 -2.010
C 1.319 -0.048 -2.271
C 0.030 1.816 -1.166
C 1.237 1.384 -1.715
H -0.671 1.063 -0.822
C -0.286 3.174 -1.127
H 2.293 -0.482 -1.997
C 2.298 2.296 -1.778
H -1.312 3.501 -0.929
C 0.730 4.104 -1.360
C 2.038 3.660 -1.605
H 3.313 1.935 -1.976
H 0.497 5.175 -1.377
H 2.860 4.388 -1.667
Si 0.673 -4.868 0.297
Cl 1.220 -2.796 -0.374
C -1.119 -5.374 0.035
C 1.482 -4.708 1.997
C 1.649 -5.965 -0.892
H -1.730 -4.585 -0.425
H -1.607 -5.697 0.967
H -1.107 -6.239 -0.648
H 1.019 -6.191 -1.763
H 1.934 -6.911 -0.417
H 2.558 -5.460 -1.239
H 1.296 -3.757 2.539
H 2.576 -4.772 1.885
H 1.165 -5.505 2.678
N -0.781 0.090 8.376
C -0.591 0.107 7.220
C -0.306 0.020 5.812
C -1.354 -0.185 4.907
C -1.040 -0.344 3.581
N 0.245 -0.542 3.221
C 1.255 -0.164 4.026
C 1.006 0.135 5.347
H -2.401 -0.260 5.203
H -1.796 -0.437 2.819
H 2.253 -0.145 3.599
H 1.824 0.394 6.015


(8)
71
Properties=species:S:1:pos:R:3 method="wB97M-V/def2-TZVPD" charge=+2 de_lowest_kj_mol=212.5 e_homo_ev=-13.2 orbital_gap_ev=5.01
Pb 0.163 0.229 0.257
C 1.912 -2.587 -0.493
N 0.567 -2.190 -0.885
C -0.457 -3.163 -0.515
C -1.608 -2.660 0.331
C -2.741 -3.460 0.479
C -3.747 -3.053 1.338
C -3.586 -1.870 2.048
C -2.441 -1.133 1.832
N -1.491 -1.510 0.979
C 0.482 -1.810 -2.291
C 1.450 -0.713 -2.651
C 2.055 -0.677 -3.902
C 2.930 0.357 -4.199
C 3.170 1.329 -3.239
C 2.516 1.233 -2.022
N 1.699 0.228 -1.746
C 2.266 -2.273 0.942
C 3.311 -2.963 1.550
C 3.631 -2.682 2.867
C 2.887 -1.728 3.548
C 1.893 -1.062 2.858
N 1.607 -1.317 1.585
H 2.630 -2.056 -1.124
H 2.076 -3.659 -0.660
H 0.002 -3.968 0.074
H -0.880 -3.625 -1.415
H -2.830 -4.380 -0.076
H -4.636 -3.652 1.464
H -4.329 -1.531 2.751
H -2.255 -0.211 2.366
H -0.529 -1.438 -2.482
H 0.655 -2.671 -2.953
H 1.840 -1.445 -4.628
H 3.407 0.407 -5.165
H 3.850 2.146 -3.427
H 2.648 1.975 -1.247
H 3.866 -3.703 0.996
H 4.440 -3.201 3.357
H 3.076 -1.505 4.584
H 1.295 -0.300 3.334
S -1.365 4.013 2.815
C -2.780 3.381 2.084
C -2.543 2.270 1.322
C -1.184 1.936 1.356
C -0.387 2.772 2.076
C 1.045 2.697 2.226
C 1.749 3.600 3.025
C 3.122 3.488 3.116
C 3.763 2.478 2.406
C 2.993 1.617 1.644
N 1.671 1.716 1.558
H -3.722 3.864 2.271
H -3.307 1.733 0.791
H 1.212 4.366 3.562
H 3.685 4.170 3.732
H 4.833 2.367 2.436
H 3.445 0.818 1.073
Br -3.286 -2.044 -2.687
C -3.520 -0.173 -2.580
C -4.764 0.400 -2.806
C -4.847 1.781 -2.742
C -3.714 2.534 -2.466
C -2.536 1.836 -2.249
N -2.446 0.533 -2.291
C -1.202 2.660 -1.961
O -1.273 3.820 -2.285
O -0.300 1.984 -1.453
H -5.624 -0.213 -3.031
H -5.791 2.276 -2.922
H -3.723 3.611 -2.440


(9)
26
Properties=species:S:1:pos:R:3 method="wB97M-V/def2-TZVPD" de_lowest_kj_mol=433.6 smiles=OCc1ccccc1-c1ccccc1 e_homo_ev=-8.1 orbital_gap_ev=7.88
O 1.424 -0.332 2.951
C 0.174 -0.062 2.309
C 0.348 0.934 1.165
C 0.179 2.360 1.592
C -0.257 3.356 0.725
C -0.721 3.015 -0.644
C -0.698 1.737 -1.129
C -0.297 0.753 -0.209
C -0.261 -0.584 -0.854
C 0.685 -1.472 -0.182
C 0.769 -2.870 -0.466
C -0.032 -3.329 -1.716
C -0.749 -2.336 -2.516
C -0.773 -1.015 -2.150
H 2.101 0.275 3.083
H -0.458 -0.999 1.932
H -0.709 0.401 3.092
H 0.547 2.754 2.658
H -0.578 4.443 0.776
H -1.362 3.738 -1.466
H -0.749 1.451 -2.251
H 1.279 -1.107 0.577
H 1.013 -3.609 0.418
H -0.048 -4.538 -1.779
H -1.232 -2.921 -3.570
H -1.383 -0.148 -2.627